[1]
Entry from the OMol25 dataset: a structure of composition C5H9NO at a distorted geometry (the ωB97M-V functional and the def2-TZVPD basis).

Geometry as XYZ:
```
16
Properties=species:S:1:pos:R:3
O 0.024 0.111 -1.355
N 2.393 -1.417 2.631
C 1.597 -0.138 0.485
C -0.917 -0.080 0.793
C 0.201 -0.589 0.049
C 2.038 -0.845 1.691
C -1.584 1.010 -1.167
H -1.515 1.909 -0.570
H -1.734 -0.763 1.015
H 0.178 -1.657 -0.194
H 0.042 -0.504 -2.120
H 2.343 -0.303 -0.299
H -2.485 0.440 -0.997
H -1.445 1.238 -2.231
H -0.712 0.651 1.574
H 1.576 0.937 0.692
```

Calculated values
**E_tot**: -325.71946 Ha
**2S+1**: 1
**E_HOMO**: -7.42 eV

Results of the Mulliken charge analysis, in e, for atoms 1 through 4:
1. O -0.3879
2. N -0.4103
3. C -0.6178
4. C -1.5570

=====

[2]
Entry from the OMol25 dataset: a structure of composition C5H9NO at a distorted geometry (the ωB97M-V functional and the def2-TZVPD basis).

Geometry as XYZ:
```
16
Properties=species:S:1:pos:R:3
O 0.898 -1.034 -0.812
N -1.010 0.904 -1.002
C 0.504 1.049 0.647
C 1.575 -0.025 -0.277
C -1.470 -0.965 0.230
C -0.745 0.400 0.308
C 0.028 -1.098 0.161
H -1.614 -1.432 1.285
H -0.609 0.488 -1.829
H 0.735 2.076 0.478
H 2.189 0.315 -1.147
H -2.331 -1.312 -0.446
H 0.680 -1.198 1.187
H 0.788 1.067 1.726
H 2.323 -0.342 0.409
H -1.941 1.104 -0.918
```

Calculated values
**E_tot**: -325.64611 Ha
**2S+1**: 1
**E_HOMO**: -7.85 eV

Results of the Mulliken charge analysis, in e, for atoms 1 through 4:
1. O -0.3986
2. N -0.5930
3. C -0.8997
4. C -0.7160

=====

[3]
Entry from the OMol25 dataset: a structure of composition C5H9NO at a distorted geometry (the ωB97M-V functional and the def2-TZVPD basis).

Geometry as XYZ:
```
16
Properties=species:S:1:pos:R:3
O 2.014 -0.175 -1.204
N -0.473 1.302 0.356
C 0.305 -0.974 0.824
C -1.201 0.408 -0.558
C 1.553 0.700 -0.530
C -0.913 -1.059 -0.152
C 0.629 0.491 0.733
H -0.021 -1.307 1.799
H -2.253 0.698 -0.566
H -0.614 -1.607 -1.030
H 1.777 0.680 0.786
H -1.736 -1.569 0.325
H -0.993 1.629 1.159
H -0.809 0.555 -1.562
H 1.576 1.756 -0.846
H 1.159 -1.528 0.468
```

Calculated values
**E_tot**: -325.79183 Ha
**2S+1**: 1
**E_HOMO**: -8.89 eV

Results of the Mulliken charge analysis, in e, for atoms 1 through 4:
1. O -0.5023
2. N -0.4541
3. C -0.7401
4. C -0.6538

=====

[4]
Entry from the OMol25 dataset: the molecule C5H9NO (the ωB97M-V functional and the def2-TZVPD basis).

Geometry as XYZ:
```
16
Properties=species:S:1:pos:R:3
O 1.900 -1.342 -0.548
N -0.546 -0.266 0.731
C -1.615 0.368 0.490
C 0.698 0.457 0.649
C 1.333 -0.046 -0.625
C 2.774 -0.228 -0.664
C -2.856 -0.408 0.190
H 1.379 0.246 1.486
H 3.322 -0.138 -1.597
H 3.315 0.026 0.247
H -3.684 -0.216 0.883
H 0.541 1.548 0.565
H -1.616 1.468 0.370
H -3.159 -0.146 -0.832
H 0.774 0.138 -1.547
H -2.560 -1.461 0.202
```

Calculated values
**E_tot**: -325.83871 Ha
**2S+1**: 1
**E_HOMO**: -9.71 eV
**SMILES string**: C/C=N/C[C@H]1CO1

Results of the Mulliken charge analysis, in e, for atoms 1 through 4:
1. O -0.3957
2. N -0.3962
3. C 0.0247
4. C -0.5604

=====

[5]
Entry from the OMol25 dataset: the molecule C5H9NO at a distorted geometry (the ωB97M-V functional and the def2-TZVPD basis).

Geometry as XYZ:
```
16
Properties=species:S:1:pos:R:3
O 0.299 1.736 0.578
N -2.008 1.969 0.814
C -1.047 0.048 -0.408
C 1.100 -1.134 0.253
C -0.798 1.262 0.449
C 0.242 -0.622 -0.875
C 2.336 -1.584 0.101
H -1.976 2.807 0.229
H 0.091 -1.471 -1.549
H 0.730 0.119 -1.513
H 2.825 -1.574 -0.854
H -1.831 2.405 1.721
H 2.789 -2.065 0.960
H -1.579 -0.671 0.228
H -1.703 0.223 -1.259
H 0.528 -1.448 1.125
```

Calculated values
**E_tot**: -325.87411 Ha
**2S+1**: 1
**E_HOMO**: -9.43 eV
**SMILES string**: C=CCCC(N)=O

Results of the Mulliken charge analysis, in e, for atoms 1 through 4:
1. O -0.5352
2. N -0.5974
3. C -0.7267
4. C -0.0351

=====

[6]
Entry from the OMol25 dataset: the molecule C5H9NO (the ωB97M-V functional and the def2-TZVPD basis).

Geometry as XYZ:
```
16
Properties=species:S:1:pos:R:3
O 0.676 3.061 -1.337
N 0.502 -1.647 -0.160
C 0.880 -0.248 -0.202
C 0.342 0.668 -1.277
C 0.287 2.083 -0.745
C -1.440 -0.823 1.137
C 0.068 -0.794 0.938
H -1.725 -1.883 1.154
H -0.674 0.361 -1.552
H 1.929 -0.038 0.028
H -0.136 2.171 0.280
H 0.622 -0.814 1.879
H 1.257 -2.280 0.081
H -1.741 -0.384 2.096
H -2.016 -0.353 0.331
H 0.962 0.649 -2.180
```

Calculated values
**E_tot**: -325.85773 Ha
**2S+1**: 1
**E_HOMO**: -9.82 eV
**SMILES string**: C[C@H]1N[C@H]1CC=O

Results of the Mulliken charge analysis, in e, for atoms 1 through 4:
1. O -0.4809
2. N -0.6315
3. C -0.1171
4. C -0.6439

=====

[7]
Entry from the OMol25 dataset: a cluster of 2 separate species, C5H9NO in total at a distorted geometry (the ωB97M-V functional and the def2-TZVPD basis).

Geometry as XYZ:
```
16
Properties=species:S:1:pos:R:3
O -1.433 -1.152 -1.202
N 1.969 -0.510 1.766
C 1.075 -0.193 1.103
C -1.073 1.012 1.089
C -0.811 -1.082 -0.174
C -0.065 0.192 0.253
C 0.417 0.979 -0.969
H -0.602 1.929 1.452
H -0.430 1.155 -1.636
H 1.769 -2.163 -0.952
H 1.180 0.420 -1.518
H 0.842 1.939 -0.659
H -1.925 1.274 0.455
H 1.310 -2.326 -1.514
H -1.435 0.443 1.951
H -0.790 -1.918 0.555
```

Calculated values
**E_tot**: -325.85875 Ha
**2S+1**: 1
**E_HOMO**: -10.48 eV
**SMILES string**: CC(C)(C#N)C=O.[H][H]

Results of the Mulliken charge analysis, in e, for atoms 1 through 4:
1. O -0.4397
2. N -0.4911
3. C -0.2443
4. C -1.6538

=====

[8]
Entry from the OMol25 dataset: the molecule C5H9NO at a distorted geometry (the ωB97M-V functional and the def2-TZVPD basis).

Geometry as XYZ:
```
16
Properties=species:S:1:pos:R:3
O 0.694 2.638 -1.468
N -0.437 0.551 -1.140
C -1.795 -0.006 -1.256
C 1.687 -0.511 -0.087
C 0.559 0.540 -0.054
C 0.314 1.597 -1.037
C 0.250 0.737 1.384
H 2.244 -0.504 -0.965
H -2.203 0.301 -2.227
H 1.132 1.035 1.925
H -0.276 -0.074 1.860
H -2.478 0.305 -0.533
H 2.411 -0.180 0.644
H -0.402 1.661 1.675
H -1.670 -1.055 -1.320
H 1.126 -1.419 0.092
```

Calculated values
**E_tot**: -325.83096 Ha
**2S+1**: 1
**E_HOMO**: -9.11 eV
**SMILES string**: CN1C(=O)C1(C)C

Results of the Mulliken charge analysis, in e, for atoms 1 through 4:
1. O -0.6232
2. N -0.1245
3. C -0.8519
4. C -1.3732